Density functional theory data (wB97M-V/def2-TZVPD) for a single C3H8BNO molecule in a non-equilibrium geometry.

Its total energy is -273.852931 Ha. As for the spin multiplicity: 3. The calculation puts the HOMO-LUMO gap (spin up / spin down) at 5.880 / 8.880 eV. The calculation puts the relative energy (zero: lowest compared OMol25 entry of this formula, charge and spin) at 9.4 kcal/mol. The molecular weight is 84.915 g/mol.

Geometry (Å):
H1 1.0240 -0.1332 1.4219
N1 -1.1068 1.0665 0.0262
H2 -1.5431 1.9753 0.0984
C1 0.3874 -1.3879 -0.1667
H3 -3.4404 -1.2309 0.0478
C2 1.0472 -0.1376 0.3295
H4 0.4990 -1.6171 -1.2129
H5 0.3784 -2.2367 0.4934
C3 0.3360 1.1396 -0.1696
O1 -3.1339 -0.3278 0.0488
H6 2.0972 -0.0562 0.0154
H7 0.5521 1.2776 -1.2391
B1 -1.8170 -0.1133 0.0088
H8 0.7307 2.0081 0.3699